1.
22
Properties=species:S:1:pos:R:3:forces:R:3:mulliken_charge:R:1 method="wB97M-V/def2-TZVPD" total_charge=+1 gap_ev=4.5 e_homo_ev=-12.9 de_lowest_kcal_mol=103.2 energy_ev=-28562.3575
N 1.675 -3.987 1.210 0.0 0.2 -0.2 -0.67
C -0.204 -2.276 -2.474 0.2 0.1 0.5 -0.22
C 0.885 -1.619 -2.863 -0.8 0.4 -0.2 -0.16
S 0.745 -0.164 0.357 -2.9 0.2 -0.6 0.14
S -1.163 0.177 -0.042 3.3 0.3 0.6 0.32
C -1.429 1.934 0.328 -0.5 0.3 0.5 -0.63
C -0.729 2.531 1.610 -0.8 0.1 -1.4 -0.39
C 0.436 3.433 1.232 0.9 -0.5 0.8 -1.12
H 0.841 -3.738 0.699 -0.4 -0.2 0.0 0.23
H 1.923 -4.923 0.893 0.1 0.2 0.1 0.24
H 2.356 -3.339 0.830 0.4 -0.2 0.1 0.22
H -0.349 -2.356 -1.398 -0.5 0.3 0.0 0.00
H -0.963 -2.751 -3.076 0.5 -0.5 -0.3 0.27
H 1.313 -1.616 -3.856 -0.2 0.1 -0.1 0.27
H 1.257 -0.867 -2.172 0.8 -0.4 0.2 -0.07
H -2.521 1.974 0.385 0.0 -0.1 0.2 0.42
H -1.194 2.561 -0.537 0.3 -0.4 -0.3 0.45
H -0.431 1.685 2.222 0.2 0.2 0.3 0.37
H -1.516 3.092 2.111 0.1 -0.1 0.2 0.30
H 1.144 2.849 0.658 0.3 -0.1 -0.2 0.30
H 0.276 4.356 0.682 -0.7 -0.1 0.0 0.38
H 0.964 3.714 2.148 -0.1 0.0 -0.1 0.34

---

2.
21
Properties=species:S:1:pos:R:3:forces:R:3:mulliken_charge:R:1 method="wB97M-V/def2-TZVPD" total_charge=+1 gap_ev=11.1 e_homo_ev=-14.5 de_lowest_kcal_mol=72.0 energy_ev=-14771.2442
C -0.569 2.177 -0.307 4.9 -4.3 1.0 -0.84
C 1.129 1.198 0.271 -4.8 -0.1 -0.4 -0.74
C -1.341 -0.119 0.088 -0.2 -1.9 0.1 -0.72
C 1.176 -1.399 -1.386 1.0 1.2 1.2 -1.10
C 0.407 -1.664 1.890 0.2 -0.7 -2.9 -1.16
N -1.435 1.071 -0.818 1.5 -0.3 2.7 -0.09
Si 0.507 -0.582 0.227 -0.3 -1.1 1.1 0.42
H -0.867 2.729 0.523 -1.3 0.3 1.4 0.37
H -0.274 2.776 -1.073 0.8 1.7 -2.2 0.44
H 1.764 1.431 -0.506 1.7 0.8 -1.3 0.40
H 1.381 1.478 1.258 0.4 0.9 0.7 0.39
H -1.704 0.074 1.115 0.0 0.4 -0.7 0.33
H -1.940 -0.978 -0.328 0.3 1.1 0.3 0.42
H 0.520 -1.366 -2.218 -1.1 0.3 -0.8 0.38
H 2.007 -0.678 -1.646 -0.4 -1.2 0.1 0.29
H 1.486 -2.445 -1.372 0.4 0.2 0.4 0.36
H 1.332 -2.132 2.150 0.9 -0.4 -0.2 0.37
H 0.122 -1.245 2.808 -0.9 1.1 0.9 0.40
H -0.276 -2.510 1.611 0.4 0.7 0.3 0.31
H -2.284 1.503 -0.561 -2.4 0.0 -1.7 0.34
H -1.140 0.682 -1.726 -1.0 1.2 -0.1 0.41

---

3.
20
Properties=species:S:1:pos:R:3:forces:R:3:mulliken_charge:R:1 method="wB97M-V/def2-TZVPD" gap_ev=11.2 e_homo_ev=-10.3 de_lowest_kcal_mol=29.0 smiles=CC(C)O.CC energy_ev=-7458.5291
C 0.726 1.133 2.380 -1.3 -0.9 0.6 -0.34
C -0.362 2.227 2.622 1.0 -1.0 0.2 -0.90
H 0.536 0.482 3.239 1.1 -0.2 0.1 0.27
H 0.529 0.434 1.568 -0.2 0.5 -0.4 -0.27
H 1.763 1.439 2.280 -0.1 0.3 0.4 0.34
H 0.126 3.194 2.571 -0.7 0.4 -0.5 0.25
H -0.705 2.088 3.642 0.1 0.3 0.3 0.30
H -1.257 2.010 2.044 0.2 0.7 -0.5 0.31
C 0.235 -1.141 -1.358 -2.0 2.1 1.6 0.50
C 0.677 0.310 -1.493 0.2 0.2 -0.3 -1.17
C -0.571 -1.355 -0.047 -0.8 -0.3 -0.2 -1.23
O -0.666 -1.401 -2.439 0.7 -0.6 -0.2 -0.56
H 1.054 -1.784 -1.227 1.3 -1.2 -0.8 0.33
H 0.882 0.783 -0.548 0.3 -0.1 0.5 0.22
H -1.169 -0.507 0.305 -0.1 0.1 -0.6 0.24
H -1.247 -2.176 -0.303 -0.1 0.1 0.4 0.35
H -0.047 -1.643 0.860 0.7 -0.2 -0.2 0.36
H -0.337 -2.151 -2.943 -0.1 0.0 -0.1 0.33
H -0.127 0.911 -1.922 -0.1 -0.2 -0.1 0.34
H 1.564 0.437 -2.118 -0.1 -0.1 -0.1 0.31

---

4.
20
Properties=species:S:1:pos:R:3:forces:R:3:mulliken_charge:R:1 method="wB97M-V/def2-TZVPD" gap_ev=11.6 e_homo_ev=-10.7 de_lowest_kcal_mol=14.5 smiles=CCCCC.O energy_ev=-7459.1586
C -0.984 0.083 -0.973 0.5 -1.6 -0.2 -1.31
C 0.407 0.505 -1.467 -0.5 0.9 0.9 -0.22
C 1.576 -0.223 -0.787 -1.9 -1.6 0.1 -0.60
C 1.755 0.191 0.666 0.1 0.3 0.0 -0.35
C 2.522 1.494 0.796 1.1 0.2 0.1 -1.17
H -1.150 0.225 0.077 -0.1 0.6 0.6 0.35
H -1.076 -1.012 -1.057 -0.1 0.1 -0.3 0.33
H -1.777 0.534 -1.554 -0.1 0.2 0.0 0.36
H 0.447 1.563 -1.171 0.3 0.2 -0.9 0.20
H 0.386 0.323 -2.537 0.4 0.5 -0.2 0.31
H 1.119 -1.223 -0.741 0.7 -0.4 0.0 0.26
H 2.457 -0.322 -1.415 0.3 0.4 0.2 0.35
H 0.760 0.202 1.120 0.0 0.5 -0.1 0.21
H 2.250 -0.559 1.282 0.3 -0.2 -0.3 0.33
H 3.592 1.304 0.638 -0.1 -0.2 -0.2 0.30
H 2.279 2.279 0.080 -0.4 -0.1 0.0 0.30
H 2.528 1.938 1.780 -0.5 0.1 0.4 0.36
H -6.411 -2.687 1.954 0.2 0.2 0.1 0.32
H -5.068 -2.473 1.293 0.1 0.1 0.1 0.32
O -5.612 -2.143 2.017 -0.3 -0.4 -0.2 -0.64

---

5.
20
Properties=species:S:1:pos:R:3:forces:R:3:mulliken_charge:R:1 method="wB97M-V/def2-TZVPD" gap_ev=12.0 e_homo_ev=-11.0 de_lowest_kcal_mol=17.0 smiles=CCCCC.O energy_ev=-7459.0470
C 0.027 -0.319 -1.391 0.0 -0.3 0.0 -0.31
C 1.108 -0.513 -0.304 0.8 1.0 -1.2 -0.88
C 0.875 0.258 0.989 -0.8 -0.5 0.7 0.24
C 1.053 1.809 0.893 -0.2 -1.4 0.1 -1.15
C -1.013 -1.463 -1.237 0.7 0.1 0.2 -1.35
H -0.426 0.677 -1.328 0.0 -0.1 0.0 0.33
H 0.549 -0.377 -2.370 -0.6 0.0 0.4 0.31
H 2.062 -0.104 -0.674 -0.2 0.0 -0.2 0.36
H 1.313 -1.585 -0.325 -0.2 -0.1 1.0 0.46
H 1.436 -0.170 1.816 0.7 0.1 -0.1 0.45
H -0.132 0.088 1.374 -0.1 -0.1 -0.4 -0.52
H 1.381 2.101 -0.108 -0.2 0.2 0.2 0.36
H 0.095 2.249 1.189 0.3 0.4 -0.3 0.30
H 1.808 2.089 1.610 0.2 0.4 0.1 0.32
H -1.992 -1.357 -1.721 0.4 0.1 0.0 0.30
H -0.499 -2.366 -1.557 -0.3 -0.2 -0.5 0.40
H -1.156 -1.697 -0.180 -0.3 0.4 0.1 0.37
H -1.903 -0.141 1.767 0.1 -0.1 -0.2 0.35
H -2.105 0.434 0.341 0.3 -0.2 -0.2 0.31
O -2.483 0.388 1.217 -0.7 0.3 0.4 -0.64

---

6.
20
Properties=species:S:1:pos:R:3:forces:R:3:mulliken_charge:R:1 method="wB97M-V/def2-TZVPD" total_charge=+1 gap_ev="12.3 / 5.6" e_homo_ev="-15.1 / -15.0" de_lowest_kcal_mol=1.4 s_squared=0.7530 spin_multiplicity=2 energy_ev=-7449.2614
C 0.289 -1.682 0.832 0.2 0.1 -0.5 -1.09
C 0.343 -0.377 1.564 -0.7 -0.6 -0.2 -0.73
C 0.299 0.934 0.746 1.6 0.2 0.5 0.71
C -1.305 1.238 0.720 -0.3 -0.4 -0.6 -1.01
C 0.995 0.855 -0.577 -0.6 0.0 -0.3 -1.36
H -0.411 -1.659 -0.017 -0.4 0.0 0.3 0.27
H 1.222 -1.799 0.301 0.5 -0.2 -0.2 0.36
H 0.150 -2.579 1.430 -0.3 0.2 0.2 0.36
H -0.293 -0.260 2.428 0.0 -0.4 0.4 0.56
H 1.413 -0.286 1.923 -0.2 0.6 -0.1 0.34
H 0.672 1.712 1.421 0.0 0.4 -0.5 0.40
H -1.468 1.144 -0.359 0.1 0.0 -0.1 0.34
H -1.458 2.248 1.078 0.0 0.0 0.3 0.32
H -1.907 0.472 1.187 -0.2 0.2 0.3 0.41
H 2.017 0.474 -0.483 -0.1 0.0 0.0 0.36
H 1.048 1.803 -1.115 0.1 0.2 0.4 0.41
H 0.400 0.202 -1.224 0.3 -0.2 0.0 0.35
H -0.799 -1.527 -3.006 -0.2 0.1 0.0 0.32
H -0.313 -0.347 -3.796 -0.1 0.2 0.0 0.33
O -0.891 -0.566 -3.054 0.4 -0.3 0.1 -0.66

---

7.
21
Properties=species:S:1:pos:R:3:forces:R:3:mulliken_charge:R:1 method="wB97M-V/def2-TZVPD" gap_ev=11.1 e_homo_ev=-10.3 de_lowest_kcal_mol=14.4 smiles=CCCCCO.O energy_ev=-9506.3764
C -1.047 1.272 -0.168 -0.5 0.3 -1.5 -0.45
O -1.767 1.742 -1.337 0.1 -0.8 0.4 -0.54
C 0.392 0.971 -0.467 1.3 0.5 0.7 -0.26
C 0.684 -0.283 -1.315 -0.7 0.4 -0.4 -0.85
C 0.499 -1.642 -0.646 0.0 -0.4 -0.3 -0.23
C 1.682 -1.987 0.249 1.0 0.4 -0.4 -0.96
H -1.208 2.026 0.604 0.3 -0.4 0.3 0.29
H -1.468 0.308 0.098 -0.6 0.1 0.3 0.13
H -1.592 2.678 -1.380 0.0 0.4 -0.2 0.33
H 0.949 1.788 -0.941 -0.6 0.3 -0.1 0.34
H 0.832 1.005 0.546 0.4 -0.8 -0.2 0.25
H 0.053 -0.228 -2.217 -0.1 0.1 0.3 0.32
H 1.688 -0.176 -1.738 0.1 -0.3 0.3 0.40
H -0.442 -1.708 -0.105 -0.1 0.3 0.4 0.25
H 0.328 -2.414 -1.404 0.4 0.1 -0.1 0.30
H 2.097 -2.991 0.155 -0.9 -0.4 0.5 0.36
H 1.538 -1.651 1.277 0.1 -0.4 0.0 0.09
H 2.568 -1.462 -0.120 -0.1 0.5 0.1 0.28
H -1.255 -0.129 2.644 0.1 0.0 0.0 0.32
H 0.217 -0.557 2.594 0.1 -0.1 -0.1 0.28
O -0.405 -0.020 3.085 -0.2 0.2 0.1 -0.65

---

8.
21
Properties=species:S:1:pos:R:3:forces:R:3:mulliken_charge:R:1 method="wB97M-V/def2-TZVPD" gap_ev=10.5 e_homo_ev=-9.8 de_lowest_kcal_mol=34.9 smiles=CC(C)CCO.O energy_ev=-9505.4874
C -0.453 -0.517 -2.001 0.0 0.5 -0.6 -0.39
O -1.448 0.295 -2.566 -2.2 1.3 1.5 -0.52
C 0.234 0.264 -0.857 1.8 -3.2 -0.5 -0.97
C -0.551 0.323 0.426 0.3 1.5 0.4 0.87
C 0.155 1.333 1.397 -0.5 1.4 -1.1 -1.12
C -0.847 -1.076 0.974 -0.3 -1.6 1.6 -1.31
H 0.199 -0.618 -2.876 0.5 -0.5 0.5 0.36
H -0.886 -1.542 -1.750 0.8 1.2 0.1 0.17
H -1.912 0.707 -1.775 0.5 -0.6 -1.7 0.31
H 0.693 1.216 -1.153 -0.5 -0.3 -0.3 0.36
H 1.070 -0.459 -0.660 0.1 0.9 0.2 0.18
H -1.437 0.895 0.171 -0.9 -0.4 0.1 0.47
H 0.840 1.970 0.719 -1.1 -0.6 1.4 0.27
H -0.572 2.012 1.984 1.1 -1.1 -1.0 0.29
H 0.805 0.798 2.044 0.3 -0.1 0.7 0.22
H -0.528 -1.929 0.277 -0.3 1.3 1.0 0.28
H -1.954 -1.214 1.131 1.0 0.0 -0.1 0.28
H -0.368 -1.311 2.035 -0.8 0.7 -2.2 0.27
H 2.907 -0.320 2.738 2.8 0.7 4.0 0.25
H 2.122 -1.292 2.019 -0.5 -1.3 -0.2 0.30
O 2.421 -0.404 1.998 -1.8 0.3 -3.8 -0.58